ORCA calculation (wB97M-V/def2-TZVPD) on a molecular structure, C27H22FeN4PSTe.

```
57
Properties=species:S:1:pos:R:3
Te 2.72 2.41 0.20
Fe 0.54 0.89 0.28
S 4.31 -0.35 -0.84
P -0.96 -0.65 -0.60
N -0.60 0.18 7.50
N -0.89 2.18 -0.11
N -2.27 0.43 -0.75
N 0.28 0.69 2.25
C -0.29 -0.87 -2.26
C -0.17 0.42 4.97
C 1.05 -0.58 -2.48
C 0.78 -1.04 -4.81
C -3.14 2.69 -0.77
C -1.11 -3.39 -0.50
C 1.59 -0.66 -3.76
C -0.96 0.78 2.75
C -0.41 0.29 6.38
C -1.73 -2.19 -0.12
C -2.09 1.78 -0.56
C -1.09 -1.27 -3.33
C -0.72 3.50 0.16
C -1.67 -4.60 -0.14
C -2.85 -4.62 0.60
C 6.52 0.93 -1.00
C -2.89 -2.22 0.64
C 1.29 0.46 3.09
C 5.58 1.87 -0.56
C 4.30 1.32 -0.43
C 1.11 0.31 4.45
C -1.23 0.66 4.10
C -0.56 -1.35 -4.60
C -3.46 -3.43 0.99
C -2.94 4.02 -0.50
C 5.98 -0.31 -1.20
C -1.69 4.44 -0.02
H 1.71 -0.32 -1.65
H -3.73 4.73 -0.66
H 6.48 -1.20 -1.53
H -1.76 0.96 2.05
H -1.20 -5.52 -0.44
H -1.50 5.48 0.21
H 1.20 -1.11 -5.81
H -2.25 0.75 4.46
H 7.57 1.15 -1.17
H -4.09 2.33 -1.14
H 0.25 3.79 0.54
H 1.96 0.12 5.10
H -4.37 -3.46 1.57
H 2.64 -0.43 -3.92
H -3.36 -1.30 0.97
H -3.17 0.13 -1.11
H -2.13 -1.53 -3.17
H -1.18 -1.66 -5.43
H 2.28 0.38 2.66
H -0.20 -3.37 -1.10
H -3.29 -5.57 0.88
H 5.80 2.90 -0.34
```

## Properties
- Lowest unoccupied orbital energy (alpha / beta): -6.6 / -8.2 eV
- Spin multiplicity: 2
- Molecular weight: 649.0 g mol⁻¹
- Frontier orbital gap (alpha / beta): 7.6 / 6.3 eV
- E_HOMO (alpha / beta): -14.2 / -14.5 eV
- <S²>: 1.1578
- Net charge: +2